116
Properties=species:S:1:pos:R:3:forces:R:3 method="wB97M-V/def2-TZVPD" homo_energy_ev=-6.742 total_charge=0 max_force_ev_per_a=3.70 molar_mass_g_mol=949.656
Rb -0.519 0.318 -1.043 -0.01 -0.14 0.02
C -4.021 1.613 -1.493 1.48 0.40 -0.60
C -4.256 1.111 -0.090 -1.06 -0.09 2.10
C -4.445 -0.398 0.073 -0.41 0.05 0.75
C -5.706 -0.925 0.475 1.78 -0.15 -0.82
C -5.748 -2.304 0.633 -1.49 0.15 0.61
C -4.691 -3.145 0.339 0.41 0.79 -0.93
C -3.527 -2.514 -0.093 1.10 -0.30 0.52
N -3.352 -1.165 -0.052 -0.69 -0.84 -1.42
N -2.969 2.677 -1.579 -0.43 0.05 0.20
C -3.051 3.773 -0.599 -1.49 -0.07 -0.58
C -2.020 3.821 0.447 1.10 -0.38 1.42
C -1.858 5.059 1.111 1.48 -1.46 -0.18
C -0.789 5.099 1.997 1.23 -1.19 0.66
C 0.051 3.978 2.231 -1.78 -1.05 -0.85
C -0.339 2.759 1.628 0.56 0.92 0.37
N -1.336 2.689 0.755 -0.74 1.13 -0.60
C -2.807 3.099 -2.966 -0.16 -0.80 -1.01
C -1.427 3.591 -3.287 0.92 0.81 -0.49
C -1.207 4.961 -3.367 0.07 0.75 0.86
C 0.107 5.440 -3.191 -1.34 0.25 0.34
C 1.131 4.517 -3.216 0.81 1.59 -0.20
C 0.840 3.233 -3.574 -0.49 -1.07 0.25
N -0.403 2.748 -3.512 -0.43 -0.43 0.10
H -4.969 1.965 -1.919 0.00 -0.06 -0.14
H -3.595 0.826 -2.151 -0.61 0.12 0.43
H -5.214 1.577 0.303 1.10 -0.37 -0.35
H -3.464 1.385 0.656 -0.37 -0.03 -0.97
H -6.562 -0.262 0.588 0.17 -0.33 0.14
H -6.679 -2.728 1.002 0.03 -0.10 -0.13
H -4.807 -4.225 0.296 0.11 0.23 0.25
H -2.651 -3.153 -0.422 -1.00 1.16 0.56
H -4.036 3.810 -0.058 0.48 -0.25 -0.65
H -2.955 4.765 -1.053 -0.34 -0.24 -0.62
H -2.400 5.953 0.830 -0.20 -0.13 0.13
H -0.528 5.946 2.585 -0.12 0.97 0.08
H 0.885 3.902 2.913 -0.04 0.62 0.16
H 0.172 1.810 1.843 -0.12 0.41 0.04
H -3.519 3.903 -3.298 0.19 -0.68 0.31
H -2.949 2.187 -3.609 -0.20 0.80 0.55
H -2.078 5.642 -3.393 0.66 -0.33 0.16
H 0.231 6.504 -2.922 0.24 -0.66 -0.48
H 2.159 4.831 -3.052 -0.16 -0.13 -0.09
H 1.648 2.561 -3.850 -0.26 -0.27 0.19
S 2.101 0.983 5.227 0.91 0.06 -0.65
P 0.853 -0.388 4.521 -0.36 -0.08 0.14
S 0.267 -0.787 2.660 0.26 0.57 -0.47
C 1.348 -2.024 5.169 0.14 0.78 0.19
C 1.759 -2.992 4.298 1.02 -0.80 -0.75
C 2.334 -4.186 4.775 -0.06 -0.77 -1.81
C 2.440 -4.401 6.104 -0.28 1.44 2.15
C 1.990 -3.401 7.012 0.53 -1.07 -0.30
C 1.485 -2.218 6.540 -0.43 0.43 1.01
C -0.639 0.044 5.441 -0.18 -2.03 0.48
C -1.533 -1.018 5.813 -0.37 2.54 -0.27
C -2.730 -0.613 6.362 -1.12 -1.32 0.48
C -3.093 0.704 6.740 1.54 -1.61 -1.35
C -2.114 1.639 6.531 1.63 0.56 -0.43
C -0.851 1.329 5.843 -2.87 0.61 1.34
H 1.793 -2.751 3.228 -0.39 -0.28 0.44
H 2.674 -5.002 4.088 -0.24 1.04 0.42
H 2.963 -5.205 6.574 0.07 -0.85 -0.24
H 2.107 -3.623 8.073 -0.10 0.35 -0.17
H 1.196 -1.424 7.252 0.14 -0.44 -0.55
H -1.363 -2.061 5.609 0.22 -0.04 -0.20
H -3.452 -1.424 6.539 0.12 0.41 0.05
H -4.102 0.870 7.056 -0.14 0.41 0.52
H -2.268 2.620 6.964 0.12 0.28 -0.41
H -0.113 2.101 5.645 -0.25 -0.15 0.14
S 2.659 1.090 -0.542 0.15 0.10 -0.33
C 3.677 0.719 0.770 -1.21 -1.70 -1.02
N 3.779 1.538 1.773 0.95 0.48 2.44
C 4.718 1.303 2.954 -0.31 0.86 -1.73
C 5.778 0.275 2.586 0.44 -0.17 -1.17
C 5.181 -0.969 1.840 0.92 1.92 -0.94
N 4.266 -0.513 0.802 -0.21 1.42 0.03
H 3.030 2.229 1.900 0.75 -0.46 -0.30
H 4.107 0.981 3.780 -0.07 0.22 0.49
H 5.182 2.313 3.048 -0.25 -0.88 0.68
H 6.363 -0.057 3.449 -0.38 0.10 0.06
H 6.526 0.773 1.911 -0.67 -0.55 0.35
H 4.730 -1.679 2.473 -0.74 -0.69 1.04
H 5.979 -1.454 1.300 0.49 -0.35 0.10
H 4.166 -0.970 -0.089 0.19 -0.27 0.15
C 1.976 -4.786 0.422 0.14 1.08 1.05
C 0.901 -5.123 -0.625 -0.85 0.41 0.42
C 0.110 -3.872 -0.822 -0.58 2.90 -1.47
N -0.347 -2.813 -1.071 1.25 -3.36 0.93
H 2.582 -5.641 0.741 -0.29 0.04 -0.24
H 1.472 -4.349 1.351 0.74 -0.57 -1.23
H 2.680 -3.998 0.029 -0.78 -0.76 0.35
H 0.159 -5.872 -0.261 0.80 0.24 -0.26
H 1.328 -5.440 -1.594 -0.33 0.14 0.46
C -1.042 -1.313 -7.544 -0.55 1.65 -0.08
C -1.363 -0.078 -6.656 0.22 0.39 -0.59
N -0.692 -0.204 -5.367 0.00 0.67 -0.16
C 0.583 -0.734 -5.225 0.27 0.16 1.98
N 1.117 -0.643 -4.024 -0.66 0.29 -1.42
C 2.373 -1.300 -3.725 0.52 0.21 -1.40
C 2.884 -2.234 -4.905 0.75 0.38 2.97
C 2.507 -1.736 -6.224 -0.74 0.33 -1.88
N 1.123 -1.347 -6.304 -1.24 -0.36 0.71
C 0.452 -1.489 -7.590 1.69 -0.25 -0.52
H -1.519 -1.268 -8.541 0.64 0.57 0.25
H -1.520 -2.203 -7.175 0.05 -0.41 0.89
H -2.402 -0.005 -6.404 -0.83 -0.32 -0.11
H -1.189 0.912 -7.188 0.48 -1.08 0.33
H -0.803 0.619 -4.767 0.06 -0.51 -0.02
H 2.220 -1.825 -2.783 0.16 -0.50 -0.07
H 3.164 -0.579 -3.498 -0.17 0.30 -0.04
H 2.398 -3.149 -4.700 -0.39 -1.41 -0.13
H 3.984 -2.386 -4.813 -0.74 0.07 -0.16
H 2.548 -2.524 -7.005 0.90 0.49 0.33
H 3.067 -0.832 -6.466 0.62 -0.20 -0.43
H 0.617 -2.514 -7.932 0.27 -0.10 -0.04
H 1.095 -0.854 -8.264 -1.35 -0.18 -0.08

132
Properties=species:S:1:pos:R:3:forces:R:3 method="wB97M-V/def2-TZVPD" homo_energy_ev=-8.228 total_charge=0 max_force_ev_per_a=8.47 smiles="CCCOCc1cc2c(cc1C(F)(F)C(F)F)N(Br)c1cc([PH2]=S)c(CCOC=O)cc1S2.C[C@@H]1COC(=O)O1.C[C@@H]1COC(=O)O1.C[C@@H]1COC(=O)O1.C[C@@H]1COC(=O)O1.C[C@@H]1COC(=O)O1.C[C@@H]1COC(=O)O1" molar_mass_g_mol=1198.941
C 0.490 7.484 3.784 0.61 -0.14 0.09
C 0.727 8.598 2.573 0.11 -1.49 -0.12
C -0.649 8.920 1.714 0.18 1.35 1.69
O -1.416 7.724 1.329 1.93 -0.43 -0.46
C -0.579 6.729 0.643 0.94 0.05 -1.16
C -1.394 5.591 -0.207 -1.80 -2.36 -2.31
C -0.640 5.048 -1.598 -3.56 -2.08 0.95
C -1.314 3.873 -2.520 -1.67 0.47 2.81
C -2.778 3.151 -2.150 1.80 3.69 3.03
C -3.508 3.731 -0.790 2.75 0.98 -0.76
C -2.843 4.927 0.172 2.23 -1.08 -2.61
C -3.667 5.418 1.518 0.24 -0.84 0.58
F -2.797 5.485 2.748 -2.78 0.25 -3.99
F -4.734 4.408 1.868 2.73 2.69 -0.99
C -4.511 6.841 1.274 1.06 2.57 0.20
F -4.079 7.506 -0.012 -1.40 -2.22 3.89
F -4.232 7.855 2.347 -0.73 -3.14 -3.06
N -3.312 2.094 -3.078 3.01 0.09 1.24
Br -5.059 1.567 -2.735 0.17 0.00 0.06
C -2.353 0.964 -3.342 3.41 -3.96 -0.86
C -2.654 -0.647 -3.127 3.14 1.21 -1.11
C -1.508 -1.812 -3.478 1.62 3.78 -1.32
P -1.972 -3.679 -3.167 0.05 1.50 2.08
S -3.008 -3.740 -1.477 0.01 -0.11 -0.75
C 0.017 -1.429 -4.048 -2.98 3.05 0.55
C 1.165 -2.562 -4.349 -0.77 -0.05 0.60
C 1.940 -2.402 -5.784 0.14 -2.38 0.72
O 2.749 -1.182 -5.928 1.32 0.08 3.50
C 3.707 -1.008 -4.825 2.88 -4.13 1.96
O 4.383 -1.978 -4.204 -4.69 5.72 -4.11
C 0.323 0.192 -4.257 -3.27 -0.53 1.60
C -0.819 1.315 -3.909 -1.20 -2.81 0.88
S -0.464 3.185 -4.088 -1.28 -1.31 2.08
H -0.170 6.572 3.456 1.17 1.89 0.52
H 1.562 7.046 4.073 -2.35 1.02 -0.57
H 0.017 7.946 4.755 0.87 -0.80 -2.00
H 1.540 8.101 1.855 -1.74 1.36 1.55
H 1.193 9.546 3.084 -1.03 -1.63 -1.30
H -0.443 9.668 0.809 -0.29 -1.91 1.54
H -1.350 9.533 2.460 1.25 -1.53 -1.74
H 0.101 7.342 -0.123 -1.40 -1.53 1.33
H 0.177 6.155 1.345 -1.70 1.17 -1.11
H 0.409 5.477 -1.914 -2.41 -0.96 0.72
H -4.535 3.303 -0.432 2.25 0.88 -0.89
H -5.672 6.689 1.269 2.45 0.22 -0.20
H -3.678 -1.018 -2.702 2.23 0.80 -0.92
H -2.707 -4.263 -4.266 1.02 0.46 0.30
H -0.727 -4.395 -2.860 -1.06 0.86 -1.12
H 0.663 -3.644 -4.363 1.07 2.48 -0.15
H 1.883 -2.572 -3.404 -1.24 0.14 -2.21
H 2.703 -3.315 -5.865 -1.82 1.87 0.20
H 1.144 -2.510 -6.641 1.83 0.79 1.58
H 3.942 0.110 -4.480 -0.86 -2.31 -1.31
H 1.378 0.614 -4.623 -2.71 -1.17 0.89
C 2.643 -8.622 -2.320 -0.03 0.47 0.02
C 1.264 -8.042 -2.561 0.99 -0.96 0.74
C 0.402 -8.896 -3.443 -0.18 -0.88 0.25
O -0.455 -7.947 -4.052 0.21 1.34 -0.30
C 0.223 -6.762 -4.065 -0.32 1.18 -0.83
O -0.126 -5.771 -4.684 0.61 -1.90 1.03
O 1.351 -6.831 -3.296 -1.18 0.58 -0.97
H 3.212 -7.973 -1.646 -0.28 -0.19 -0.08
H 2.584 -9.620 -1.874 -0.05 0.26 -0.03
H 3.216 -8.683 -3.251 -0.24 -0.05 0.01
H 0.771 -7.827 -1.607 -0.05 -0.03 -0.11
H -0.176 -9.628 -2.874 -0.05 0.19 -0.17
H 0.960 -9.416 -4.230 0.10 0.08 0.13
C 8.116 -8.121 -0.020 0.12 -0.06 0.49
C 7.106 -9.150 -0.486 1.29 0.68 0.01
C 6.339 -8.726 -1.704 0.46 0.22 -0.81
O 5.112 -9.415 -1.554 -0.17 -0.55 1.05
C 4.939 -9.617 -0.214 -1.51 -0.63 1.10
O 3.906 -10.006 0.300 2.17 1.00 -1.32
O 6.080 -9.319 0.479 -1.34 -0.40 -0.42
H 8.665 -8.499 0.849 -0.02 0.04 -0.21
H 8.836 -7.883 -0.809 -0.13 -0.10 0.06
H 7.622 -7.198 0.301 -0.05 -0.12 -0.20
H 7.594 -10.119 -0.639 -0.09 0.04 -0.06
H 6.836 -9.022 -2.631 -0.23 -0.02 0.10
H 6.132 -7.650 -1.739 0.12 -0.05 0.13
C -2.351 2.823 3.267 0.38 -0.05 -0.21
C -1.664 1.581 3.799 -1.08 0.74 -0.61
C -1.938 1.324 5.252 -0.78 -0.16 0.34
O -0.775 0.633 5.669 0.90 0.06 -0.36
C 0.234 1.029 4.838 2.48 -0.41 0.24
O 1.415 0.789 5.018 -2.62 0.49 -0.35
O -0.255 1.738 3.775 0.65 -0.60 0.85
H -2.141 2.940 2.198 -0.11 -0.06 0.14
H -3.435 2.768 3.404 0.17 -0.05 0.00
H -1.975 3.725 3.758 -0.06 -0.38 0.11
H -1.921 0.712 3.184 0.02 -0.03 0.12
H -2.827 0.707 5.403 0.23 -0.01 0.07
H -2.032 2.238 5.848 -0.01 0.04 -0.20
C 3.367 13.311 0.992 0.27 0.18 0.38
C 3.818 11.919 0.598 -0.20 1.34 -0.13
C 2.779 11.146 -0.158 -0.35 0.22 -0.79
O 3.090 9.804 0.170 0.41 -0.34 0.80
C 3.706 9.834 1.389 0.62 -1.98 1.57
O 3.939 8.851 2.071 -0.48 2.17 -1.60
O 4.023 11.114 1.749 -0.20 -1.17 -0.13
H 4.176 13.837 1.510 -0.12 -0.04 -0.17
H 3.078 13.899 0.115 0.07 -0.14 0.07
H 2.524 13.273 1.688 0.02 -0.13 -0.19
H 4.762 11.968 0.044 -0.08 -0.07 -0.02
H 2.849 11.304 -1.237 -0.01 -0.19 0.14
H 1.754 11.355 0.167 0.12 0.14 0.07
C -9.123 6.309 0.801 -0.42 0.28 -0.17
C -9.478 5.697 2.141 0.62 0.75 -0.85
C -8.680 4.469 2.468 0.86 -0.06 0.13
O -9.559 3.740 3.304 -0.92 0.07 -0.03
C -10.826 4.115 2.959 -2.30 -1.21 0.78
O -11.841 3.554 3.333 2.36 1.27 -0.83
O -10.808 5.204 2.132 -0.18 -0.83 0.65
H -9.713 7.217 0.634 0.19 -0.09 0.05
H -8.062 6.571 0.752 -0.13 -0.03 0.07
H -9.361 5.627 -0.021 0.12 -0.06 0.19
H -9.399 6.448 2.935 0.03 -0.10 0.01
H -7.753 4.706 2.997 -0.16 -0.16 0.04
H -8.443 3.855 1.592 -0.05 0.18 -0.05
C 3.304 -12.193 2.207 0.12 0.07 0.31
C 3.755 -13.585 1.814 -0.30 1.45 -0.04
C 2.716 -14.359 1.057 -0.32 0.22 -0.75
O 3.027 -15.700 1.386 0.42 -0.35 0.77
C 3.643 -15.670 2.604 0.56 -1.95 1.58
O 3.877 -16.653 3.286 -0.54 2.14 -1.57
O 3.960 -14.390 2.964 -0.15 -1.26 -0.15
H 4.114 -11.668 2.726 -0.13 -0.01 -0.22
H 3.015 -11.605 1.330 0.13 -0.27 0.28
H 2.461 -12.232 2.904 0.02 -0.20 -0.14
H 4.699 -13.536 1.259 -0.07 -0.08 -0.04
H 2.786 -14.200 -0.022 -0.01 -0.19 0.14
H 1.691 -14.149 1.383 0.14 0.14 0.07

| no. | Kohn-Sham gap (eV) | LUMO energy (eV) |
| --- | --- | --- |
| 1 | 6.9 | 0.17 |
| 2 | 7.4 | -0.85 |